Entry 1:
The following is a DFT calculation (wB97M-V/def2-TZVPD) of C20H31GeI2N2O5SSiV as an isolated structure.

```
! wB97M-V def2-TZVPD RIJCOSX def2/J DEFGRID3
* xyz -2 3
V 0.261 -0.516 1.586
I 5.252 -2.164 -3.998
C 3.559 -1.994 -2.802
C 3.610 -2.548 -1.529
C 2.693 -2.106 -0.591
I 2.513 -3.049 1.258
C 1.730 -1.102 -0.884
O 0.916 -0.690 -0.005
C 1.700 -0.581 -2.198
C 0.566 0.346 -2.575
N -0.814 -0.179 -2.498
C -1.071 -1.439 -3.203
C -1.780 -2.500 -2.386
C -2.825 -3.240 -2.945
C -3.420 -4.237 -2.193
C -2.979 -4.453 -0.902
C -1.955 -3.648 -0.415
N -1.360 -2.707 -1.148
C 2.638 -1.001 -3.124
H 4.319 -3.326 -1.282
H 0.721 0.678 -3.602
H 0.606 1.213 -1.925
H -1.061 -0.281 -1.525
H -0.132 -1.869 -3.564
H -1.694 -1.248 -4.078
H -3.153 -3.031 -3.956
H -4.223 -4.832 -2.610
H -3.410 -5.228 -0.274
H -1.603 -3.752 0.608
H 2.613 -0.587 -4.128
O -1.275 -2.673 4.410
S -1.181 -1.501 3.556
O -1.761 -0.315 4.164
O -1.664 -1.739 2.147
O 0.349 -1.207 3.297
C 2.066 2.861 1.581
Si 2.059 1.068 2.220
C 3.835 0.600 1.678
C 2.256 1.307 4.092
H 3.091 3.279 1.623
H 1.406 3.506 2.185
H 1.714 2.915 0.534
H 4.569 1.320 2.090
H 3.922 0.620 0.577
H 4.123 -0.410 2.015
H 2.941 2.140 4.339
H 2.632 0.383 4.562
H 1.267 1.512 4.539
C -2.033 2.711 -1.425
Ge -1.723 2.649 0.506
C -3.510 3.028 1.252
C -0.786 4.321 0.900
C -1.227 0.947 1.230
H -2.525 3.665 -1.674
H -2.682 1.882 -1.734
H -1.102 2.634 -2.005
H -3.916 3.997 0.914
H -3.442 3.034 2.351
H -4.211 2.228 0.969
H -1.449 5.146 0.592
H 0.169 4.410 0.366
H -0.588 4.412 1.978
H -1.999 0.297 0.774
H -1.542 1.041 2.279
*
```

## Properties
HOMO energy (alpha / beta)	-0.97 / -1.29	eV
F_max	3.79	eV/A
orbital gap (alpha / beta)	4.45 / 4.76	eV
LUMO level (alpha / beta)	0.128 / 0.128	Ha

Results of the Mulliken charge analysis, in e, for atoms 1 through 4: atom 1 (V): 0.982, atom 2 (I): -0.075, atom 3 (C): -0.314, atom 4 (C): -0.247

Entry 2:
The following is a DFT calculation (wB97M-V/def2-TZVPD) of the molecule C5H6N2O2.

```
! wB97M-V def2-TZVPD RIJCOSX def2/J DEFGRID3
* xyz 0 1
C -0.404 1.173 -0.117
C -1.655 0.829 -0.398
C 0.526 0.163 0.395
C -2.116 -0.596 -0.310
C 0.013 -1.057 0.662
N 3.173 0.121 -0.067
N 3.360 -0.670 -0.864
O 1.770 0.537 0.715
O -1.251 -1.452 0.440
H -0.059 2.194 -0.179
H -2.397 1.540 -0.724
H -3.100 -0.661 0.173
H -2.217 -1.022 -1.327
H 0.604 -1.850 1.103
H 3.754 0.752 0.498
*
```

## Properties
HOMO energy	-7.36	eV
F_max	1.53	eV/A
orbital gap	8.04	eV
LUMO level	0.025	Ha

Results of the Mulliken charge analysis, in e, for atoms 1 through 4: atom 1 (C): -0.252, atom 2 (C): -0.521, atom 3 (C): 0.275, atom 4 (C): -0.494

Entry 3:
The following is a DFT calculation (wB97M-V/def2-TZVPD) of C22H14BF6N4O6S as an isolated structure.

```
! wB97M-V def2-TZVPD RIJCOSX def2/J DEFGRID3
* xyz -1 1
N -2.265 -4.555 1.767
C -1.935 -3.506 1.366
C -1.433 -2.271 0.872
C -0.105 -1.915 1.016
C 0.199 -0.550 1.070
N 0.930 -0.101 2.167
O 1.380 -0.999 2.946
O 1.108 1.134 2.385
C -0.284 0.476 0.042
C -2.162 0.192 0.346
N -2.343 0.917 1.591
O -2.036 2.140 1.892
O -3.062 0.193 2.525
N -3.107 -1.178 2.064
C -2.324 -1.160 0.984
H 0.633 -2.652 1.332
H -0.405 1.488 0.496
C -1.631 1.682 -3.417
C -0.575 1.627 -2.397
C 0.125 2.674 -1.813
C 1.168 2.289 -0.946
C 1.189 0.898 -0.655
B -3.778 0.358 -0.409
C 2.400 0.144 -0.302
C 2.518 -1.210 -0.657
C 3.550 -1.973 -0.144
C 3.510 -3.468 -0.341
F 2.933 -4.115 0.785
F 2.729 -3.818 -1.445
F 4.795 -4.001 -0.513
C 4.548 -1.405 0.634
C 4.524 -0.035 0.832
C 5.610 0.604 1.684
F 5.622 1.968 1.561
F 5.435 0.321 3.018
F 6.852 0.132 1.339
C 3.486 0.750 0.348
O -3.892 1.544 -1.097
C -5.313 1.789 -1.187
C -5.984 0.543 -0.592
O -4.912 -0.339 -0.152
S -0.046 0.080 -1.782
H -1.506 2.596 -4.008
H -1.594 0.789 -4.058
H -2.608 1.710 -2.918
H -0.076 3.715 -2.090
H 1.931 2.941 -0.530
H 1.765 -1.691 -1.291
H 5.351 -2.011 1.038
H 3.472 1.819 0.569
H -5.576 2.691 -0.615
H -5.605 1.946 -2.231
H -6.618 0.794 0.266
H -6.585 0.012 -1.344
*
```

## Properties
HOMO energy	-3.55	eV
F_max	4.72	eV/A
orbital gap	5.18	eV
LUMO level	0.060	Ha

Results of the Mulliken charge analysis, in e, for atoms 1 through 4: atom 1 (N): -0.667, atom 2 (C): -0.032, atom 3 (C): -0.919, atom 4 (C): -1.335

Entry 4:
The following is a DFT calculation (wB97M-V/def2-TZVPD) of an isolated ion of composition C6H13N and charge -1.

```
! wB97M-V def2-TZVPD RIJCOSX def2/J DEFGRID3
* xyz -1 2
C -1.171 -1.904 -0.888
C -1.463 -0.639 -0.064
N 1.540 -0.214 -1.414
C 1.009 0.170 -0.100
C -0.327 0.338 0.160
C -0.857 1.379 1.092
C 2.077 0.871 0.670
H -0.382 -2.447 -0.291
H -0.780 -1.642 -1.881
H -2.035 -2.542 -0.887
H -2.324 -0.169 -0.524
H -1.654 -1.091 0.969
H 1.364 0.528 -2.109
H 1.013 -1.044 -1.646
H -1.908 1.645 0.928
H -0.883 1.198 2.189
H -0.273 2.347 1.042
H 2.567 1.758 0.192
H 1.628 1.291 1.603
H 2.858 0.169 0.958
*
```

## Properties
HOMO energy (alpha / beta)	0.88 / -3.04	eV
F_max	2.41	eV/A
orbital gap (alpha / beta)	3.62 / 7.24	eV
LUMO level (alpha / beta)	0.165 / 0.155	Ha

Results of the Mulliken charge analysis, in e, for atoms 1 through 4: atom 1 (C): -1.772, atom 2 (C): -0.091, atom 3 (N): -0.921, atom 4 (C): 1.046

Calculated total energy in order - -5570.48986, -453.95176, -2539.07515, -291.05974 hartree